Computed, not measured: a single C18H24N2O4 molecule, with the ωB97M-V functional and the def2-TZVPD basis.

Last columns: bonded neighbours and bond lengths (Å).
Element x y z (Å)
1 C -1.402 1.240 -5.485  C2 1.517, H46 1.086, H47 1.087, H48 1.087
2 C -0.166 1.737 -4.760  C1 1.517, H3 1.096, H4 1.096, O5 1.431
3 H 0.636 1.994 -5.460  C2 1.096
4 H -0.387 2.624 -4.156  C2 1.096
5 O 0.298 0.697 -3.893  C2 1.431, C6 1.332
6 C 1.442 0.921 -3.248  O5 1.332, O7 1.204, C8 1.512
7 O 2.092 1.929 -3.360  C6 1.204
8 C 1.798 -0.236 -2.340  C6 1.512, C9 1.545, C36 1.532, H45 1.093
9 C 1.591 0.230 -0.882  C8 1.545, N10 1.450, H43 1.093, H44 1.095
10 N 2.008 -0.743 0.109  C9 1.450, C11 1.451, C34 1.453
11 C 1.076 -1.846 0.256  N10 1.451, C12 1.531, H32 1.094, H33 1.098
12 C -0.157 -1.430 1.062  C11 1.531, O13 1.211, N14 1.356
13 O -1.229 -1.978 0.928  C12 1.211
14 N 0.127 -0.430 1.932  C12 1.356, C15 1.395, H31 1.016
15 C -0.707 0.220 2.842  N14 1.395, C16 1.390, C20 1.395
16 C -2.036 -0.145 3.021  C15 1.390, C17 1.392, H30 1.076
17 C -2.825 0.532 3.947  C16 1.392, C18 1.395, C24 1.489
18 C -2.273 1.573 4.693  C17 1.395, C19 1.382, H23 1.079
19 C -0.951 1.934 4.514  C18 1.382, C20 1.382, H22 1.080
20 C -0.167 1.264 3.593  C15 1.395, C19 1.382, H21 1.081
21 H 0.866 1.545 3.449  C20 1.081
22 H -0.527 2.742 5.092  C19 1.080
23 H -2.900 2.084 5.407  C18 1.079
24 C -4.255 0.190 4.183  C17 1.489, O25 1.211, C26 1.507
25 O -4.912 0.779 5.012  C24 1.211
26 C -4.842 -0.916 3.344  C24 1.507, H27 1.088, H28 1.087, H29 1.087
27 H -4.305 -1.845 3.522  C26 1.088
28 H -4.761 -0.670 2.288  C26 1.087
29 H -5.889 -1.048 3.607  C26 1.087
30 H -2.431 -0.953 2.431  C16 1.076
31 H 1.079 -0.082 1.857  N14 1.016
32 H 1.563 -2.647 0.820  C11 1.094
33 H 0.725 -2.277 -0.691  C11 1.098
34 C 3.393 -1.131 -0.095  N10 1.453, C35 1.530, H41 1.093, H42 1.095
35 C 3.666 -1.681 -1.497  C34 1.530, C36 1.526, H39 1.090, H40 1.092
36 C 3.260 -0.645 -2.541  C8 1.532, C35 1.526, H37 1.092, H38 1.092
37 H 3.398 -1.047 -3.547  C36 1.092
38 H 3.884 0.246 -2.445  C36 1.092
39 H 4.725 -1.918 -1.597  C35 1.090
40 H 3.097 -2.602 -1.647  C35 1.092
41 H 3.663 -1.867 0.667  C34 1.093
42 H 4.003 -0.236 0.064  C34 1.095
43 H 0.537 0.468 -0.716  C9 1.093
44 H 2.181 1.140 -0.729  C9 1.095
45 H 1.127 -1.069 -2.566  C8 1.093
46 H -1.777 2.019 -6.143  C1 1.086
47 H -2.175 0.976 -4.769  C1 1.087
48 H -1.162 0.360 -6.076  C1 1.087

Output
Electronic energy = -30226.9785 eV
Orbital gap = 9.05 eV
Structure (SMILES) = CCOC(=O)[C@H]1CCCN(CC(=O)Nc2cccc(C(C)=O)c2)C1
ΔE to the lowest compared entry with this formula, charge and spin = 17.5 kcal per mole
Total charge = 0

These are the natural (NBO) partial charges, in e, on atoms 1 to 6:
1. C -0.62
2. C -0.07
3. H 0.19
4. H 0.19
5. O -0.51
6. C 0.81